{"formula": "C34H34LaN5O5", "method": "ωB97M-V/def2-TZVPD", "multiplicity": 1, "relative_energy_kcal_mol": 20.3, "charge": 0, "homo_lumo_gap_ha": 0.283, "elements": ["La", "C", "C", "O", "C", "C", "C", "N", "N", "C", "O", "C", "C", "C", "C", "C", "C", "H", "H", "H", "H", "H", "H", "H", "H", "H", "H", "H", "H", "C", "O", "C", "C", "C", "C", "C", "C", "N", "C", "N", "C", "C", "C", "C", "C", "C", "O", "C", "N", "C", "C", "C", "C", "C", "C", "O", "C", "H", "H", "H", "H", "H", "H", "H", "H", "H", "H", "H", "H", "H", "H", "H", "H", "H", "H", "H", "H", "H", "H"], "xyz": [[-0.69, -0.54, 1.47], [-0.98, -4.80, 2.69], [-0.85, -3.32, 2.99], [-0.38, -2.61, 2.03], [-1.21, -2.84, 4.23], [-1.22, -1.47, 4.63], [-1.58, -1.12, 6.04], [-0.96, -0.51, 3.77], [-1.04, 0.78, 4.27], [-0.79, 1.71, 3.38], [-0.45, 1.49, 2.15], [-0.89, 3.12, 3.85], [-1.09, 4.15, 2.94], [-1.14, 5.46, 3.38], [-0.97, 5.76, 4.72], [-0.79, 4.73, 5.64], [-0.76, 3.42, 5.21], [-1.64, -4.92, 1.83], [-1.38, -5.37, 3.53], [0.00, -5.21, 2.42], [-1.53, -3.55, 4.98], [-1.87, -1.99, 6.62], [-2.38, -0.39, 6.04], [-0.72, -0.65, 6.52], [-1.22, 3.92, 1.89], [-1.30, 6.26, 2.67], [-0.98, 6.79, 5.06], [-0.68, 4.96, 6.69], [-0.62, 2.61, 5.90], [0.75, 2.18, -3.37], [0.33, 0.84, -3.53], [1.08, 0.05, -4.37], [1.20, 0.31, -5.73], [1.95, -0.52, -6.54], [2.61, -1.61, -6.00], [2.50, -1.88, -4.65], [1.72, -1.07, -3.83], [1.65, -1.37, -2.46], [0.63, -1.04, -1.58], [-0.60, -1.15, -2.11], [-1.91, -0.85, -1.69], [-2.27, -0.49, -0.38], [-3.65, -0.28, -0.19], [-4.59, -0.46, -1.18], [-4.20, -0.81, -2.46], [-2.85, -1.00, -2.73], [-2.37, -1.38, -3.97], [-2.79, -0.60, -5.07], [0.90, -0.80, -0.33], [2.26, -0.86, 0.04], [2.75, -2.03, 0.64], [4.10, -2.21, 0.85], [5.00, -1.23, 0.46], [4.53, -0.04, -0.06], [3.17, 0.16, -0.27], [2.78, 1.36, -0.85], [2.01, 2.21, -0.02], [0.72, 2.73, -4.32], [1.76, 2.22, -2.96], [0.05, 2.62, -2.67], [0.69, 1.16, -6.14], [2.02, -0.31, -7.60], [3.21, -2.25, -6.63], [3.03, -2.72, -4.22], [2.51, -1.68, -2.03], [-0.60, -1.38, -3.10], [-4.01, 0.03, 0.79], [-5.64, -0.32, -0.97], [-4.94, -0.96, -3.24], [-2.12, -0.88, -5.89], [-2.68, 0.47, -4.86], [-3.82, -0.81, -5.36], [2.03, -2.80, 0.91], [4.46, -3.13, 1.29], [6.06, -1.38, 0.58], [5.21, 0.75, -0.35], [2.05, 3.19, -0.48], [2.44, 2.27, 0.99], [0.97, 1.87, 0.06]]}

{"formula": "C34H34N6SbSr", "method": "ωB97M-V/def2-TZVPD", "multiplicity": 1, "relative_energy_kcal_mol": 58.6, "charge": 1, "homo_lumo_gap_ha": 0.199, "elements": ["Sr", "C", "C", "C", "C", "C", "C", "N", "Sb", "C", "C", "C", "C", "C", "C", "N", "C", "C", "C", "C", "C", "C", "N", "H", "H", "H", "H", "H", "H", "H", "H", "H", "H", "H", "H", "H", "H", "H", "H", "H", "H", "C", "C", "C", "C", "C", "C", "N", "C", "C", "C", "C", "C", "C", "H", "H", "H", "H", "H", "H", "H", "H", "H", "H", "C", "N", "C", "C", "N", "C", "H", "H", "H", "H", "H", "H"], "xyz": [[0.33, 0.33, 0.13], [0.07, 0.53, -3.86], [0.59, -0.66, -3.12], [1.55, -1.53, -3.65], [2.00, -2.59, -2.89], [1.50, -2.78, -1.60], [0.55, -1.90, -1.12], [0.08, -0.88, -1.90], [0.07, -2.41, 1.10], [-0.23, -0.52, 2.44], [0.40, -0.67, 3.66], [0.32, 0.38, 4.58], [-0.35, 1.53, 4.25], [-0.96, 1.64, 3.00], [-1.65, 2.88, 2.52], [-0.93, 0.61, 2.14], [2.24, -1.61, 1.25], [3.16, -2.48, 1.82], [4.49, -2.10, 1.92], [4.87, -0.86, 1.45], [3.91, -0.02, 0.88], [4.30, 1.33, 0.36], [2.63, -0.39, 0.79], [0.46, 0.58, -4.87], [0.33, 1.44, -3.31], [-1.02, 0.51, -3.88], [1.94, -1.36, -4.64], [2.74, -3.27, -3.28], [1.88, -3.58, -0.98], [0.97, -1.56, 3.89], [0.81, 0.28, 5.55], [-0.41, 2.35, 4.95], [-2.00, 3.49, 3.35], [-2.49, 2.61, 1.88], [-0.97, 3.46, 1.91], [2.84, -3.45, 2.17], [5.22, -2.76, 2.37], [5.90, -0.54, 1.50], [5.38, 1.43, 0.31], [3.91, 2.11, 1.03], [3.87, 1.51, -0.62], [2.58, 5.32, -2.30], [2.84, 4.49, -1.22], [1.88, 3.59, -0.79], [0.62, 3.48, -1.41], [0.40, 4.30, -2.53], [1.36, 5.20, -2.95], [-0.28, 2.56, -0.92], [-1.64, 2.77, -1.00], [-2.50, 1.66, -1.06], [-3.88, 1.80, -1.16], [-4.45, 3.06, -1.19], [-3.62, 4.17, -1.08], [-2.25, 4.04, -0.97], [3.32, 6.04, -2.63], [3.79, 4.55, -0.71], [2.07, 2.94, 0.06], [-0.53, 4.21, -3.08], [1.14, 5.84, -3.81], [-2.07, 0.67, -1.02], [-4.51, 0.92, -1.22], [-5.53, 3.18, -1.29], [-4.05, 5.17, -1.06], [-1.63, 4.92, -0.86], [-4.99, -4.49, 1.03], [-4.13, -3.40, 0.58], [-4.24, -2.71, -0.60], [-3.19, -1.84, -0.63], [-2.43, -1.98, 0.51], [-3.04, -2.94, 1.20], [-5.97, -4.37, 0.58], [-5.08, -4.45, 2.11], [-4.57, -5.45, 0.74], [-5.04, -2.90, -1.30], [-2.95, -1.11, -1.39], [-2.72, -3.31, 2.17]]}

{"formula": "C34H35As2NOPt", "method": "ωB97M-V/def2-TZVPD", "multiplicity": 1, "charge": 4, "homo_lumo_gap_ha": [0.148, 0.148], "elements": ["Pt", "C", "C", "As", "C", "C", "C", "C", "C", "C", "C", "C", "C", "C", "C", "C", "As", "C", "C", "C", "C", "C", "C", "C", "C", "C", "C", "C", "C", "H", "H", "H", "H", "H", "H", "H", "H", "H", "H", "H", "H", "H", "H", "H", "H", "H", "H", "H", "H", "H", "H", "H", "H", "O", "C", "C", "C", "C", "C", "C", "C", "C", "N", "H", "H", "H", "H", "H", "H", "H", "H", "H", "H", "H"], "xyz": [[-0.31, 0.57, 0.46], [1.44, -1.58, -1.47], [0.62, -2.60, -0.70], [-0.97, -1.69, -0.01], [-1.29, -2.52, 1.74], [-2.59, -2.99, 2.04], [-2.81, -3.65, 3.21], [-1.73, -3.81, 4.14], [-0.43, -3.31, 3.85], [-0.22, -2.66, 2.67], [-2.49, -2.00, -1.10], [-3.32, -0.95, -1.47], [-4.42, -1.21, -2.27], [-4.68, -2.51, -2.70], [-3.84, -3.56, -2.33], [-2.74, -3.31, -1.53], [1.90, -0.06, -0.35], [2.82, 1.22, -1.35], [3.88, 1.89, -0.73], [4.68, 2.72, -1.50], [4.39, 2.92, -2.84], [3.29, 2.30, -3.44], [2.49, 1.46, -2.69], [2.87, -0.67, 1.17], [3.69, -1.79, 0.97], [4.48, -2.24, 2.01], [4.45, -1.59, 3.24], [3.62, -0.49, 3.44], [2.83, -0.03, 2.41], [0.86, -1.16, -2.30], [2.36, -1.99, -1.91], [1.15, -3.06, 0.13], [0.28, -3.39, -1.38], [-3.39, -2.85, 1.32], [-3.78, -4.05, 3.46], [-1.91, -4.32, 5.08], [0.36, -3.45, 4.57], [0.77, -2.28, 2.43], [-3.13, 0.06, -1.13], [-5.09, -0.41, -2.56], [-5.54, -2.71, -3.32], [-4.05, -4.56, -2.67], [-2.10, -4.14, -1.24], [4.11, 1.72, 0.31], [5.53, 3.22, -1.05], [5.02, 3.56, -3.44], [3.08, 2.48, -4.48], [1.65, 0.96, -3.16], [3.75, -2.28, 0.00], [5.14, -3.08, 1.86], [5.08, -1.94, 4.05], [3.62, 0.01, 4.40], [2.22, 0.86, 2.55], [0.52, 2.39, 1.36], [0.05, 3.76, 1.06], [-1.37, 3.98, 1.55], [-2.33, 2.90, 1.04], [-2.23, 2.75, -0.45], [-2.88, 3.60, -1.33], [-2.70, 3.46, -2.69], [-1.87, 2.45, -3.17], [-1.24, 1.64, -2.26], [-1.40, 1.80, -0.93], [0.53, 2.30, 2.33], [0.14, 3.85, -0.02], [0.77, 4.44, 1.51], [-1.68, 4.96, 1.20], [-1.40, 4.01, 2.64], [-3.36, 3.11, 1.33], [-2.09, 1.93, 1.52], [-3.53, 4.36, -0.93], [-3.21, 4.12, -3.38], [-1.72, 2.29, -4.23], [-0.59, 0.83, -2.57]]}